84
Properties=species:S:1:pos:R:3:forces:R:3:mulliken_spin:R:1 method="wB97M-V/def2-TZVPD" spin_multiplicity=2 e_homo_ev="-3.312 / -1.308" orbital_gap_ev="8.14 / 4.73" total_energy_ha=-3924.25241 total_charge=-3
Pb -0.933283 0.652119 1.442689 -0.31 2.09 2.03 -0.0043
O -3.630553 -2.256921 -1.852701 0.90 1.51 -0.71 0.0003
C -2.839943 -1.465821 -2.351161 -0.27 -2.01 0.69 0.0026
O -2.735413 -1.173021 -3.642171 0.12 0.51 1.17 0.0000
B -1.488653 -0.395761 -3.803611 0.14 1.26 -1.28 0.0013
O -0.952073 -0.172591 -2.442971 1.65 1.17 -1.62 -0.0069
C -1.595383 -0.809561 -1.574261 -3.52 -0.42 -3.59 -0.0043
O -1.448413 -0.832041 -0.421181 0.48 -0.98 3.88 -0.0332
O -1.612143 0.909329 -4.577211 0.95 -2.04 -0.23 -0.0004
C -0.821733 0.741589 -5.670611 -0.15 2.72 -2.74 0.0000
O -0.719593 1.528949 -6.615651 -0.43 -2.03 2.64 0.0000
C -0.094953 -0.627471 -5.617111 1.58 1.30 -2.20 -0.0001
O -0.542763 -1.198111 -4.588351 -0.96 -2.19 2.93 0.0002
O 0.757027 -1.075141 -6.358371 -0.92 0.61 0.29 0.0000
O 0.808077 1.880289 -0.059081 2.60 1.60 -2.22 0.0056
C 1.496987 2.558439 -0.846061 -2.20 -2.05 -1.23 0.0165
O 1.673197 2.323559 -2.166631 -1.09 -1.53 1.15 0.0000
B 2.214077 3.454989 -2.928981 0.75 -0.05 0.13 0.0019
O 2.509407 4.396579 -1.828001 -0.09 0.06 0.54 -0.0004
C 2.092037 3.900999 -0.665451 -0.04 4.44 4.76 -0.0014
O 2.045607 4.526089 0.445579 0.80 -2.53 -4.47 -0.0017
O 3.456337 3.059239 -3.713341 -1.77 0.39 1.54 0.0001
C 3.156157 3.158559 -4.983341 2.22 -0.12 -2.22 0.0001
O 3.980637 2.877599 -5.847131 -1.72 0.46 0.76 0.0000
C 1.733887 3.784999 -5.150871 -1.20 -0.20 -5.83 0.0000
O 1.271977 3.976179 -3.974651 -0.28 0.11 2.48 0.0002
O 1.153917 3.999739 -6.261441 2.60 -0.60 4.56 0.0000
O -4.578853 5.889629 -5.699021 3.40 -1.90 3.68 0.0000
C -3.685723 5.385229 -4.945351 -3.05 1.00 -1.38 0.0000
O -3.774703 5.035099 -3.621271 -0.78 1.19 -2.07 -0.0001
B -2.534153 4.391979 -3.235951 0.46 0.44 0.30 0.0002
O -1.700203 4.346379 -4.444801 1.08 -1.46 1.95 0.0002
C -2.283243 4.918759 -5.404991 -1.45 1.39 -3.89 0.0000
O -1.934983 5.075979 -6.558821 0.01 -0.12 1.27 0.0000
O -2.898303 3.071239 -2.632471 1.35 -0.67 2.37 -0.0014
C -2.319513 2.989209 -1.411541 0.15 -1.70 1.28 -0.0160
O -2.259463 2.042899 -0.569201 -0.89 2.65 -3.44 -0.0303
C -1.624503 4.342619 -1.137101 2.78 1.86 2.17 0.0043
O -1.751993 5.149149 -2.204411 -0.90 -1.66 0.75 0.0000
O -0.940873 4.624359 -0.130701 -2.49 -1.14 -3.07 -0.0010
O 3.663397 -3.798851 8.008469 -1.49 0.60 -0.83 0.0000
C 3.434737 -2.838961 7.294469 2.60 -0.23 1.31 0.0000
O 2.379727 -2.198811 6.939979 -2.40 -0.86 0.57 -0.0002
B 2.648817 -0.999771 6.128279 -0.14 0.63 0.05 0.0004
O 4.080247 -0.965841 6.081119 1.62 -0.60 0.56 -0.0003
C 4.596497 -2.011491 6.749159 3.79 0.30 -1.64 0.0001
O 5.815527 -2.272581 6.783289 -3.49 0.66 0.27 0.0000
O 2.105137 0.257049 6.716499 -0.95 0.16 -1.27 0.0003
C 1.266717 0.835649 5.801589 -1.51 2.57 2.35 0.0004
O 0.557477 1.837639 5.972779 2.52 -3.08 -0.37 0.0004
C 1.243347 -0.036761 4.589179 -1.89 -1.76 -4.09 0.0157
O 2.073537 -1.134151 4.789049 -1.71 2.23 -0.46 0.0009
O 0.497297 0.134469 3.592189 3.27 -0.93 3.81 0.0333
O -0.215043 2.796389 2.624209 -0.03 -1.27 -0.74 0.4971
H 0.657157 2.687469 2.197679 -0.23 0.55 0.09 -0.0281
C -4.126683 0.667079 2.951699 1.28 0.73 -0.73 -0.0232
O -2.808573 0.949559 3.299989 0.30 -0.35 -0.28 0.5005
H -4.028693 -0.092021 2.175639 -0.73 -0.61 -0.01 0.0281
H -4.803073 0.392429 3.761119 0.09 -0.33 0.25 0.0040
H -4.530793 1.532579 2.426619 -0.47 0.29 -0.10 0.0186
C 2.296897 -4.202711 2.053889 1.15 0.03 1.44 -0.0001
C 3.520777 -3.266431 2.271629 -1.47 0.18 0.78 -0.0001
C 3.534677 -2.192931 1.213339 1.28 -0.17 -0.99 0.0002
C 2.239647 -1.580201 0.992769 -3.33 1.96 -0.37 0.0004
N 1.194597 -1.063381 0.834169 3.31 -1.64 0.51 -0.0009
H 1.397247 -3.714951 2.429159 -0.17 0.26 -0.77 0.0000
H 2.409767 -5.003421 2.784799 0.07 -0.51 -0.30 0.0000
H 2.256257 -4.592341 1.036719 -0.31 0.05 0.09 0.0001
H 4.464937 -3.791691 2.415739 0.02 0.02 -0.56 0.0001
H 3.358257 -2.714591 3.197459 -0.05 -0.26 0.32 0.0000
H 3.867717 -2.619181 0.267039 -0.22 -0.11 -0.32 0.0000
H 4.294707 -1.434111 1.399469 -0.22 0.28 0.27 0.0000
C -1.704383 -5.647001 -0.319981 0.58 -0.76 0.02 -0.0001
C -2.517723 -4.467301 0.135639 -0.25 0.85 0.33 0.0001
C -2.574313 -4.222141 1.688199 -0.56 0.05 -1.30 -0.0026
C -1.838833 -3.038921 2.134109 2.52 4.26 1.76 -0.0002
N -1.341313 -2.005161 2.484859 -2.27 -5.04 -1.64 0.0245
H -1.597343 -6.485631 0.368009 -0.31 0.08 0.54 0.0000
H -0.678463 -5.322721 -0.494411 0.03 -0.13 -0.36 0.0000
H -2.131023 -6.121351 -1.203761 0.21 0.36 -0.31 0.0000
H -3.547273 -4.507271 -0.220051 0.06 -0.18 0.02 0.0001
H -2.099893 -3.592001 -0.361741 -0.24 0.12 0.18 -0.0002
H -2.351453 -5.184511 2.148939 0.33 0.44 0.59 -0.0003
H -3.608163 -3.956421 1.908759 -0.11 -0.22 0.23 -0.0006